Density functional theory data (the ωB97M-V functional and the def2-TZVPD basis) for a molecular structure, C6H15N3 in a non-equilibrium geometry.

Element x y z (Å)
C 0.31417 -0.36272 -1.09490
C 0.27055 0.22061 -2.51925
C 1.65738 -1.05594 -0.86541
N -0.76132 -1.34098 -0.84419
C 0.02193 0.77081 -0.11120
N -0.62792 1.76888 -0.15319
H -1.64286 -0.99409 -1.20821
H -0.55758 -2.22034 -1.30645
H 0.40612 -0.58270 -3.24718
H -0.68507 0.71058 -2.70368
H 1.06032 0.95943 -2.66391
H 2.48123 -0.34432 -0.90808
H 1.68125 -1.57378 0.08990
H 1.81580 -1.79584 -1.65263
C -1.82360 0.92699 2.17727
C 0.90116 0.45981 1.64558
N -0.96764 -0.17575 2.17574
H -1.17414 -0.77985 1.37578
H -1.83827 1.43004 3.14631
H -2.83084 0.71856 1.79539
H -1.44917 1.68883 1.39256
H 1.23431 -0.49316 2.03527
H 0.79037 1.21591 2.41342
H 1.72383 0.84904 1.03106

Summary:
Net charge: 0
Largest force on an atom, eV/A: 2.080
Highest occupied orbital energy (alpha / beta), eV: -8.6785 / -8.6775
Energy, eV: -10930.5217
Energy above the lowest of the compared OMol25 structures with the same formula, charge and spin, kJ/mol: 519.9

Density functional theory data (the ωB97M-V functional and the def2-TZVPD basis) for 2 unconnected molecules or ions with the total composition C15H31N3O2PS in a non-equilibrium geometry.

Element x y z (Å)
P 0.21010 0.82055 -3.22058
C -0.40944 2.26361 -2.10730
C -0.40646 3.69418 -2.97169
C -1.67925 4.66758 -2.62487
C -3.01205 4.42693 -3.54986
S -3.09191 2.75900 -4.40550
C -4.28493 1.58598 -3.48588
N -5.24958 0.55081 -4.08057
N -5.91093 -0.11471 -3.03758
C -5.39574 0.48291 -1.71791
O -4.39307 1.56237 -1.99162
H 0.59758 0.00184 -2.06884
H -1.12532 0.57293 -3.73560
H 1.17656 1.71532 -3.87100
H 0.67733 -0.21879 -4.13340
H 0.39305 2.35628 -1.23110
H -1.44309 2.06706 -1.59293
H -0.23154 3.50409 -4.12166
H 0.56521 4.26869 -2.58309
H -1.30894 5.78342 -2.83233
H -1.96162 4.51475 -1.49723
H -3.04745 5.29681 -4.36670
H -3.95065 4.64649 -2.84564
H -5.70091 0.17866 -0.60830
C 1.04568 -0.18961 3.40412
C 0.88528 -0.97690 2.07164
C -0.09502 -2.17609 2.25784
C 0.50957 -3.39780 2.94061
C 1.83454 -3.78985 2.29599
C 2.83823 -2.60910 2.24780
N 2.24572 -1.39304 1.59694
O 2.16445 -1.64348 0.21558
C 3.30928 -2.28712 3.69174
C 4.14764 -3.08122 1.53919
C 0.17464 0.03716 1.11370
H 2.06287 0.19688 3.52938
H 0.39318 0.69012 3.44960
H 0.79850 -0.79759 4.28196
H -0.47117 -2.49516 1.27588
H -0.97525 -1.85291 2.82829
H 0.64127 -3.21066 4.00909
H -0.19067 -4.23770 2.86288
H 2.26753 -4.63325 2.85287
H 1.64128 -4.16852 1.28398
H 3.99250 -1.42979 3.70265
H 3.84887 -3.13763 4.12476
H 2.49502 -2.07704 4.38458
H 3.96913 -3.46024 0.52575
H 4.61992 -3.90160 2.09301
H 4.87708 -2.26521 1.47331
H 0.81515 0.90433 0.91304
H -0.75534 0.41013 1.55837
H -0.10681 -0.41387 0.15659

Summary:
Net charge: +1
Largest force on an atom, eV/A: 10.377
Highest occupied orbital energy, eV: -10.4381
Energy, eV: -44726.5440

Density functional theory data (the ωB97M-V functional and the def2-TZVPD basis) for C4H13N3 in the gas phase in a non-equilibrium geometry.

Element x y z (Å)
C 1.51483 0.75148 1.38204
C 0.67591 1.38049 0.25273
N 1.15872 2.44376 -0.68075
C 0.17732 0.23397 -0.55999
N -0.63098 -0.77111 0.12078
C -1.14101 -1.79479 -0.87858
N -2.10733 -2.69306 -0.28545
H 1.02849 -0.01375 1.97140
H 2.55036 0.39046 1.10084
H 1.79830 1.57522 2.05788
H -0.21888 1.75350 0.81847
H 1.80858 2.92270 -0.05231
H 0.41254 3.13993 -0.70023
H -0.20814 0.66132 -1.52058
H 1.01393 -0.35181 -0.97632
H -1.61768 -0.55775 0.41832
H -0.31736 -2.33302 -1.36916
H -1.47049 -1.17357 -1.72074
H -1.68178 -3.39331 0.31194
H -2.74531 -2.17064 0.30972

Summary:
Net charge: 0
Largest force on an atom, eV/A: 3.514
Highest occupied orbital energy, eV: -8.9918
Energy, eV: -8827.7627
Energy above the lowest of the compared OMol25 structures with the same formula, charge and spin, kJ/mol: 159.2

Density functional theory data (the ωB97M-V functional and the def2-TZVPD basis) for C4H6N2 in the gas phase.

Element x y z (Å)
N -2.00798 0.20327 0.27198
C -0.67203 -0.05397 -0.06156
C 0.11366 -1.24320 -0.07542
C 1.42216 -0.82629 0.04666
N 1.46707 0.53289 0.03325
C 0.18906 1.01866 -0.08725
H -2.04390 1.19900 0.45208
H -2.77324 -0.16621 -0.27113
H -0.21070 -2.27138 -0.18669
H 2.32068 -1.40034 0.19833
H 2.25953 1.10155 0.27310
H -0.02099 1.97448 -0.54297

Summary:
Net charge: 0
Largest force on an atom, eV/A: 0.815
Highest occupied orbital energy, eV: -7.5193
Energy, eV: -7224.5999
Energy above the lowest of the compared OMol25 structures with the same formula, charge and spin, kJ/mol: 95.6

Density functional theory data (the ωB97M-V functional and the def2-TZVPD basis) for 2 unconnected molecules or ions with the total composition C7H16N2O in a non-equilibrium geometry.

Element x y z (Å)
H -1.04419 -1.22558 -3.04114
N -1.12994 -1.33004 -2.02696
C -1.04275 -0.25232 -1.38298
C -0.74974 1.12300 -1.88728
C -1.50767 -0.25541 0.28225
C -1.87313 -1.66630 0.67410
O -2.25645 0.67619 0.54281
H -0.45049 1.73995 -1.03496
H -1.63039 1.60353 -2.31805
H 0.07397 1.17147 -2.60024
H -0.99260 -2.30292 0.66529
H -2.59266 -2.06447 -0.03546
H -2.32378 -1.66273 1.66736
C 2.22626 -1.22221 -0.01688
C 1.91380 0.21224 0.28388
N 0.39060 0.43491 1.11588
C 0.30545 1.79158 1.62556
H 3.28554 -1.30084 -0.27796
H 2.08024 -1.85970 0.85354
H 1.64613 -1.56480 -0.87317
H 1.93648 0.85381 -0.59360
H 2.57101 0.61510 1.05897
H 0.32783 -0.21753 1.89667
H -0.24061 2.56305 1.08135
H 1.25822 2.32503 1.73786
H -0.18112 1.81499 2.60313

Summary:
Net charge: 0
Largest force on an atom, eV/A: 5.002
Highest occupied orbital energy, eV: -8.1359
Energy, eV: -12543.4919
Energy above the lowest of the compared OMol25 structures with the same formula, charge and spin, kJ/mol: 365.0

Density functional theory data (the ωB97M-V functional and the def2-TZVPD basis) for a gas-phase ion, C5H10NO (charge -1) in a non-equilibrium geometry.

Element x y z (Å)
C -1.95046 -1.54602 1.41131
C -2.05839 -0.70154 0.40599
C -1.67103 0.75510 0.23783
C -0.27495 0.77075 -0.50112
N 0.77507 0.12827 0.27430
C 2.00354 -0.16963 -0.87051
O 2.99597 0.65384 -0.76944
H -2.27022 -2.56554 1.55531
H -1.64827 -1.18327 2.39580
H -2.67413 -0.97173 -0.46804
H -2.30860 1.15560 -0.57052
H -1.55117 1.42810 1.09438
H -0.10119 1.79940 -0.86556
H -0.44523 0.25385 -1.45777
H 1.31546 0.83776 0.76231
H 2.24510 -1.23049 -0.57802
H 1.48806 -0.14488 -1.85389

Summary:
Net charge: -1
Largest force on an atom, eV/A: 2.360
Highest occupied orbital energy, eV: -2.6633
Energy, eV: -8882.6761
Energy above the lowest of the compared OMol25 structures with the same formula, charge and spin, kJ/mol: 139.1